(1)
# C37H58BrMnN6O3S2Si

C37H58BrMnN6O3S2Si as an isolated structure in a non-equilibrium geometry (ωB97M-V with the def2-TZVPD basis set, OMol25).

CARTESIAN COORDINATES (ANGSTROEM)
Mn  -0.336  -0.328  0.766
N  -0.348  1.906  1.712
C  -1.590  2.698  1.616
C  -2.822  2.016  2.206
C  -3.131  0.717  1.485
O  -4.164  0.555  0.848
O  -2.179  -0.151  1.579
H  -0.095  1.757  2.684
H  0.417  2.433  1.301
H  -1.763  2.887  0.553
H  -1.467  3.671  2.101
H  -3.670  2.695  2.129
H  -2.655  1.789  3.264
N  -3.100  -3.014  -1.328
C  -2.915  -1.814  -0.773
N  -1.619  -1.646  -0.582
C  -1.072  -2.802  -1.019
N  -1.929  -3.673  -1.494
C  0.377  -2.986  -0.871
C  1.118  -3.932  -1.568
N  2.428  -4.046  -1.396
C  2.997  -3.208  -0.533
C  2.267  -2.251  0.158
N  0.951  -2.148  -0.007
H  -3.965  -3.445  -1.612
H  -3.691  -1.115  -0.479
H  0.634  -4.597  -2.271
H  4.066  -3.296  -0.387
H  2.736  -1.561  0.851
C  3.444  1.588  3.521
S  2.988  1.232  1.813
C  4.204  2.273  0.989
H  3.453  2.664  3.695
H  4.422  1.172  3.760
H  2.704  1.135  4.177
H  5.213  2.006  1.299
H  4.023  3.327  1.199
H  4.111  2.105  -0.082
C  -1.782  2.546  -4.841
C  -1.379  2.265  -3.379
C  -1.706  3.509  -2.542
C  -2.264  1.130  -2.837
Si  0.493  1.877  -3.318
Br  0.774  0.959  -1.258
C  1.073  0.471  -4.476
C  2.371  -0.217  -4.019
C  1.298  1.051  -5.886
C  0.005  -0.630  -4.563
C  1.643  3.400  -3.242
C  1.303  4.330  -4.424
C  3.115  2.977  -3.359
C  1.523  4.206  -1.937
H  -2.843  2.809  -4.872
H  -1.645  1.679  -5.487
H  -1.228  3.378  -5.276
H  -2.787  3.674  -2.571
H  -1.232  4.413  -2.921
H  -1.421  3.383  -1.497
H  -3.301  1.476  -2.850
H  -2.020  0.870  -1.808
H  -2.213  0.223  -3.435
H  3.235  0.442  -4.045
H  2.572  -1.048  -4.700
H  2.289  -0.628  -3.013
H  2.127  1.756  -5.917
H  0.415  1.553  -6.282
H  1.541  0.233  -6.571
H  -0.217  -1.062  -3.583
H  0.387  -1.432  -5.200
H  -0.929  -0.284  -5.002
H  1.380  3.830  -5.389
H  2.009  5.165  -4.433
H  0.303  4.753  -4.344
H  3.355  2.545  -4.328
H  3.397  2.260  -2.586
H  3.743  3.864  -3.234
H  0.532  4.619  -1.772
H  2.223  5.045  -1.992
H  1.793  3.610  -1.065
O  0.491  -1.062  2.633
S  1.106  -1.382  3.975
C  0.538  -3.059  4.436
C  0.134  -3.869  3.240
C  -1.202  -4.014  2.893
C  -1.559  -4.822  1.822
C  -0.586  -5.500  1.104
C  0.753  -5.364  1.452
C  1.109  -4.542  2.507
C  0.201  -0.394  5.195
C  -1.187  -0.827  5.565
C  -2.182  -0.935  4.597
C  -3.452  -1.354  4.961
C  -3.739  -1.666  6.284
C  -2.749  -1.557  7.249
C  -1.474  -1.143  6.889
H  -0.272  -2.943  5.154
H  1.393  -3.519  4.933
H  -1.965  -3.499  3.465
H  -2.603  -4.934  1.562
H  -0.869  -6.141  0.279
H  1.515  -5.909  0.910
H  2.152  -4.448  2.789
H  0.213  0.597  4.734
H  0.858  -0.366  6.068
H  -1.972  -0.691  3.563
H  -4.221  -1.434  4.203
H  -4.734  -1.986  6.564
H  -2.967  -1.794  8.282
H  -0.703  -1.057  7.645

Forces on the atoms, in the same order (eV/Å):
Mn -0.6 -0.2 0.9
N 0.1 -0.2 -0.2
C 0.0 0.1 -0.1
C 0.0 0.0 0.0
C 0.3 0.1 -0.2
O -0.1 0.0 0.0
O -0.3 -0.2 0.1
H 0.0 0.0 0.0
H 0.1 0.0 0.1
H 0.0 0.0 0.0
H 0.0 0.0 0.0
H 0.0 0.0 0.0
H 0.0 0.0 0.0
N 0.0 -0.1 -0.1
C 0.1 0.0 0.0
N -0.1 0.0 0.0
C 0.3 -0.1 -0.2
N -0.1 0.1 0.0
C -0.1 0.0 0.0
C 0.0 0.0 0.1
N 0.0 0.0 0.0
C 0.0 0.0 0.0
C 0.0 -0.1 0.0
N 0.2 0.3 -0.3
H 0.0 0.0 0.0
H 0.0 0.0 0.0
H 0.0 0.0 0.0
H 0.0 0.0 0.0
H 0.0 0.0 0.0
C 0.0 0.0 0.0
S 0.0 0.0 0.0
C 0.0 0.0 -0.1
H 0.0 0.0 0.0
H 0.0 0.0 0.0
H 0.0 0.0 0.0
H 0.0 0.0 0.0
H 0.0 0.0 0.0
H 0.0 0.0 0.0
C -0.1 0.0 0.1
C 0.1 0.0 -0.2
C 0.0 0.0 0.0
C 0.0 0.1 -0.1
Si -0.2 0.1 -0.3
Br 0.5 0.0 0.3
C 0.0 0.1 -0.1
C 0.0 0.1 -0.1
C 0.0 -0.1 0.0
C 0.0 0.0 0.0
C 0.0 0.0 -0.1
C 0.1 0.0 0.0
C 0.0 0.0 0.0
C 0.0 0.0 0.0
H 0.0 0.0 0.0
H 0.0 0.0 0.0
H 0.0 0.0 0.0
H 0.0 0.0 0.0
H 0.0 0.0 0.0
H 0.0 0.0 0.0
H 0.0 0.0 0.0
H 0.0 0.0 0.1
H 0.0 0.0 0.0
H 0.0 0.0 0.0
H 0.0 0.0 0.0
H 0.0 0.0 0.0
H 0.0 0.0 0.0
H 0.0 0.0 0.0
H 0.0 0.0 0.0
H 0.0 0.0 0.0
H 0.0 0.0 0.0
H 0.0 0.0 0.0
H 0.0 0.0 0.0
H 0.0 0.0 0.0
H 0.0 0.0 0.0
H 0.0 0.0 0.0
H 0.0 0.0 0.0
H 0.0 0.0 0.0
H 0.0 0.0 0.0
H 0.0 0.0 0.0
H 0.0 0.0 0.0
O 0.0 0.1 0.1
S 0.0 0.0 -0.4
C 0.0 -0.1 0.1
C 0.1 -0.1 0.1
C 0.0 0.1 -0.1
C 0.0 0.0 0.0
C 0.0 0.0 0.0
C 0.0 0.0 0.0
C 0.0 0.0 0.1
C 0.0 0.1 0.1
C 0.0 0.0 0.0
C 0.0 0.1 0.0
C 0.0 0.0 0.0
C 0.0 0.0 0.0
C 0.0 0.0 0.0
C 0.0 0.0 0.0
H 0.0 -0.1 -0.1
H 0.0 0.1 0.0
H 0.0 0.0 0.0
H 0.0 0.0 0.0
H 0.0 0.0 0.0
H 0.0 0.0 0.0
H 0.0 0.0 0.0
H 0.0 0.0 0.1
H 0.0 0.0 0.0
H 0.0 0.0 0.0
H 0.0 0.0 0.0
H 0.0 0.0 0.0
H 0.0 0.0 0.0
H 0.0 0.0 0.0

gap between HOMO and LUMO (spin up / spin down)	8.697 / 8.700	eV
net charge	+1
electronic energy	-6809.81435	Eh
spin multiplicity	6

These are the Löwdin partial charges, in e, on atoms 1 to 4: 0.666 -0.039 -0.220 -0.091


(2)
# C4H10O2

One molecule with the formula C4H10O2 (ωB97M-V with the def2-TZVPD basis set, OMol25).

CARTESIAN COORDINATES (ANGSTROEM)
C  -0.550  0.489  2.813
O  -0.913  0.560  1.460
C  0.194  0.592  0.589
C  -0.236  -0.085  -0.697
O  0.853  -0.086  -1.583
C  0.581  -0.820  -2.747
H  -1.473  0.511  3.397
H  -0.006  -0.443  3.032
H  0.084  1.336  3.114
H  0.516  1.626  0.396
H  1.054  0.045  1.005
H  -0.557  -1.113  -0.463
H  -1.105  0.440  -1.125
H  0.319  -1.863  -2.511
H  -0.247  -0.379  -3.325
H  1.487  -0.813  -3.356

Forces on the atoms, in the same order (eV/Å):
C 0.0 0.0 0.3
O 0.0 0.0 0.0
C 0.2 0.0 -0.2
C -0.2 0.0 0.2
O 0.0 0.0 0.0
C 0.0 -0.2 -0.3
H 0.2 0.0 -0.1
H -0.1 0.1 0.0
H -0.1 -0.1 0.0
H 0.0 -0.1 0.0
H -0.2 0.0 0.0
H 0.1 0.1 -0.1
H 0.1 0.0 0.0
H 0.0 0.2 0.0
H 0.1 0.0 0.1
H -0.1 0.0 0.0

gap between HOMO and LUMO	10.930	eV
electronic energy	-308.83683	Eh
relative energy (zero: lowest compared OMol25 entry of this formula, charge and spin)	161.0	kJ/mol

These are the Löwdin partial charges, in e, on atoms 1 to 4: -0.122 -0.189 -0.216 -0.226